1.
Molecular formula: C29H52F2N3O9S2
Method: DFT, ωB97M-V/def2-TZVPD

Structure (XYZ):
```
97
Properties=species:S:1:pos:R:3:forces:R:3
C 0.82846 0.58623 -1.12405 -2.808 1.987 -2.643
C 1.41346 0.57223 0.20195 2.558 0.107 0.088
O 2.51146 1.06123 0.36395 -1.149 -0.728 1.266
N 0.67446 -0.11577 1.31195 1.319 -1.247 -2.613
H -0.31854 0.23023 1.35495 -1.313 2.601 1.500
H 0.27246 -1.03877 0.88195 1.312 0.205 0.693
C 1.42546 -0.20577 2.57995 -4.414 -7.786 -0.686
H -0.24554 0.49423 -1.01105 -0.516 -0.728 -0.125
H 1.14746 -0.05877 -2.01105 0.154 0.821 1.676
H 0.76546 1.70123 -1.51905 0.934 -2.051 0.694
H 0.68746 -0.68377 3.34695 0.835 1.138 -1.208
H 1.60946 0.68323 2.89295 2.284 5.433 1.952
H 2.10346 -1.05777 2.49795 1.011 1.111 -0.021
C 2.20446 -4.41977 1.84795 1.417 -2.140 -4.293
C 2.74846 -3.51577 0.70795 3.585 -1.429 4.480
O 3.83346 -2.98577 1.00495 -3.451 -0.567 -2.825
N 1.99046 -3.27877 -0.49505 -1.684 1.834 1.223
H 1.31546 -3.87377 -0.97505 0.664 -1.865 0.744
H 1.04246 -2.70377 -0.19905 -0.160 0.962 0.434
C 2.70646 -2.68277 -1.59405 -0.737 6.969 2.398
H 2.21246 -5.52977 1.86795 0.400 0.715 -0.932
H 1.28746 -4.16377 2.06395 -6.078 0.982 -0.163
H 2.45446 -4.13377 2.76495 3.214 1.426 3.560
H 3.15746 -3.45777 -1.90005 3.637 -5.128 -3.915
H 3.48546 -1.88077 -1.33305 -1.322 -1.283 0.217
H 1.96646 -2.18277 -2.17905 -0.183 -0.125 -1.100
C -2.32554 -2.13277 3.26795 -1.383 3.181 -0.686
C -3.27154 -1.80077 2.06195 -2.052 0.082 2.834
O -4.47854 -1.76777 2.32295 3.825 0.117 -2.909
N -2.54854 -1.27577 0.74695 -3.058 1.114 2.190
H -2.15254 -0.31677 1.10395 -1.084 0.183 0.034
H -1.64854 -1.73377 0.39995 -0.371 -0.627 0.239
C -3.54654 -1.17277 -0.32905 -4.551 -1.919 2.499
H -1.54554 -1.33177 3.10895 -0.035 -1.350 0.646
H -2.09154 -3.16577 3.29595 0.838 -0.833 -0.088
H -2.92954 -1.85877 4.20695 0.877 -0.442 -1.482
H -3.89654 -2.24577 -0.54105 0.602 1.836 -0.298
H -3.25154 -0.59677 -1.07905 2.398 1.488 -3.788
H -4.55654 -0.51977 -0.19805 2.201 -1.743 1.211
O -0.39254 -2.26977 0.06995 1.211 -4.449 0.379
H -0.64554 -3.26777 0.33995 0.635 3.394 -0.710
O -1.60654 0.92623 1.80795 0.651 3.204 2.088
H -1.53754 1.87423 2.38795 -0.388 -4.280 -2.654
F -3.02054 1.88023 -3.64105 0.286 0.731 0.284
C -2.23054 2.66423 -2.87805 1.776 2.623 0.627
C -1.45054 3.75323 -3.39805 0.346 -0.675 1.596
C -0.57554 4.53023 -2.56205 0.640 0.732 -2.893
C -0.47154 4.23123 -1.21005 2.610 4.075 -0.692
C -1.32854 3.36423 -0.74105 -3.023 -3.179 1.015
C -2.20154 2.58623 -1.49905 0.835 0.579 -2.148
H -1.56154 3.95523 -4.42005 0.166 0.431 -1.350
H 0.09946 5.41023 -3.05005 -1.906 -2.401 1.172
H 0.14846 4.90323 -0.53305 -0.730 -1.173 -0.960
H -1.51454 3.16323 0.26495 0.381 0.062 1.840
H -2.92154 2.00623 -1.06605 -1.522 -1.671 1.543
F -1.74254 -0.34277 -3.26805 0.282 1.854 2.251
C -1.59054 -1.21877 -4.19305 -0.373 -3.860 -2.683
C -1.10954 -2.50277 -3.90105 0.535 -0.346 -2.592
C -1.07554 -3.45177 -4.97905 -0.730 2.798 -0.391
C -1.48654 -3.09377 -6.26105 -0.535 2.756 2.868
C -2.05654 -1.84677 -6.53405 0.345 -0.695 1.579
C -2.13354 -0.93877 -5.44105 -0.297 0.113 -0.768
H -0.46954 -2.61577 -3.07205 0.038 -0.522 1.449
H -0.77454 -4.44077 -5.04705 1.143 -1.774 1.384
H -1.32554 -3.71777 -7.04005 0.209 -2.195 -2.187
H -2.43454 -1.89077 -7.55305 -0.267 1.567 0.249
H -2.61154 0.02923 -5.37105 -0.215 0.146 -1.027
C -1.10854 0.24723 7.64195 -3.601 -6.330 -2.851
C -1.14554 0.44223 6.13195 1.588 -3.493 -1.468
C -2.15954 1.45123 5.77295 -0.150 0.774 -0.874
S -3.53154 1.09023 6.79795 2.601 -6.280 -2.283
O -4.36254 0.17723 6.08495 -0.847 -0.780 -0.411
O -3.98854 2.29023 7.20395 -3.133 6.618 3.300
C -2.67954 0.11623 8.05795 1.599 0.641 2.627
H -0.83654 1.07323 7.96695 3.113 7.505 3.573
H -0.39054 -0.56377 7.88095 -0.945 0.368 0.425
H -1.23654 -0.67877 5.57395 -0.365 3.046 1.348
H -0.21454 0.81023 5.71195 0.584 -0.169 0.328
H -2.52154 1.13023 4.76495 0.210 1.440 0.389
H -1.82654 2.56523 6.00095 -0.682 -2.364 -0.926
H -2.79454 -0.95277 8.01095 -1.176 -0.235 -0.317
H -3.03754 0.48923 9.17195 1.291 -0.776 -2.929
C 5.25746 3.23323 -2.57505 -0.214 3.322 4.294
C 5.49846 2.69523 -3.84905 7.676 0.166 -3.643
C 4.35246 2.60123 -4.71305 -1.878 -4.677 -0.891
S 3.16146 2.15623 -3.49805 -1.567 -1.450 -0.258
O 2.77146 0.76923 -3.65005 0.301 -0.255 0.255
O 2.12946 3.12523 -3.49405 -1.658 1.436 -0.063
C 4.12646 2.42623 -2.08005 -1.809 -2.197 5.263
H 4.99246 4.34823 -2.58305 -0.276 -1.397 -0.399
H 6.13346 3.32123 -1.90105 -0.344 -0.797 -0.392
H 6.20046 1.75823 -3.75505 -1.797 1.285 -0.409
H 6.19146 3.44823 -4.31505 -0.099 -0.873 -0.076
H 4.33946 1.60923 -5.34005 0.236 2.322 0.551
H 3.93046 3.44423 -5.18405 0.120 1.097 -0.758
H 4.26846 1.36623 -1.51605 0.537 2.249 -1.762
H 3.46446 2.89123 -1.25005 0.870 -0.340 -1.715
```
Forces are in eV/Å.

**Spin multiplicity**: 1
**Molecular weight**: 688.9 g mol⁻¹
**Maximum force**: 8.977 eV Å⁻¹
**Net charge**: +1
**Energy relative to the best compared isomer or geometry (same formula, charge and spin)**: 297.35 kJ/mol
**Highest occupied orbital energy**: -11.01 eV

2.
Molecular formula: C2H7N4O
Method: DFT, ωB97M-V/def2-TZVPD

Structure (XYZ):
```
14
Properties=species:S:1:pos:R:3:forces:R:3
C -0.79099 0.31360 1.15217 -1.655 1.743 0.265
C -0.17301 -0.93590 1.54169 1.338 1.580 -0.820
N -1.46017 1.26289 1.27831 2.087 -2.293 -0.138
N -0.44152 -0.13323 -1.41688 0.406 -0.728 2.111
N 1.52720 0.72874 -1.57040 -1.582 -0.392 -0.894
N 0.36126 0.51599 -2.10703 -0.590 1.002 -1.173
O 0.74135 -1.48109 0.74929 1.350 -0.046 -4.151
H 0.26403 -0.68533 2.45834 1.023 0.705 1.918
H -0.94195 -1.52767 1.83167 -2.972 -2.253 0.512
H -2.14288 1.76267 0.79067 -1.227 1.358 -0.545
H -1.39927 -0.27659 -1.74643 0.739 0.372 -1.073
H 2.18481 1.32326 -1.98085 0.680 0.792 -1.144
H 1.71385 0.33422 -0.70986 0.682 -0.898 2.293
H 0.55729 -1.20156 -0.27068 -0.280 -0.941 2.838
```
Forces are in eV/Å.

**Spin multiplicity**: 1
**Molecular weight**: 103.1 g mol⁻¹
**Maximum force**: 4.365 eV Å⁻¹
**Net charge**: +1
**Energy relative to the best compared isomer or geometry (same formula, charge and spin)**: 483.50 kJ/mol
**Highest occupied orbital energy**: -14.30 eV

3.
Molecular formula: C6H14
Method: DFT, ωB97M-V/def2-TZVPD

Structure (XYZ):
```
20
Properties=species:S:1:pos:R:3:forces:R:3
C -1.33143 -1.52956 -0.91168 -0.092 -0.112 -0.097
C -0.82794 -0.09562 -0.82230 0.030 -0.002 -0.263
C 1.22959 0.69227 0.84117 0.153 0.185 0.624
C 0.56878 -0.01184 -1.50425 -0.262 -0.087 -0.259
C 0.40118 1.90855 1.01516 0.042 0.006 0.103
C 0.81681 -0.48595 1.63428 0.021 0.055 0.025
H -0.77027 -2.18025 -0.22679 -0.088 0.125 -0.156
H -1.18437 -1.91160 -1.92598 -0.116 -0.090 0.088
H -2.39183 -1.61247 -0.65597 0.105 0.002 -0.027
H -1.47345 0.59579 -1.37464 -0.102 -0.196 -0.080
H -0.94894 0.21659 0.21812 0.383 -0.030 -0.420
H 0.34266 -0.29549 -2.53260 0.172 -0.027 -0.220
H 1.05644 0.96835 -1.54471 -0.346 -0.175 0.120
H 1.32566 -0.71981 -1.14303 -0.388 0.108 0.058
H 0.35150 2.51642 0.10158 0.134 -0.142 0.224
H 1.04723 2.47633 1.69969 -0.021 0.147 0.071
H -0.60820 1.83353 1.45537 0.176 -0.107 0.026
H 1.10457 -1.43746 1.16790 0.045 0.256 0.111
H -0.21351 -0.56335 2.02398 0.132 0.167 -0.049
H 1.50551 -0.36444 2.48471 0.022 -0.083 0.122
```
Forces are in eV/Å.

**Spin multiplicity**: 1
**Molecular weight**: 86.2 g mol⁻¹
**Maximum force**: 0.668 eV Å⁻¹
**Energy relative to the best compared isomer or geometry (same formula, charge and spin)**: 433.31 kJ/mol
**Highest occupied orbital energy**: -7.88 eV

4.
Molecular formula: C41H92O17
Method: DFT, ωB97M-V/def2-TZVPD

Structure (XYZ):
```
150
Properties=species:S:1:pos:R:3:forces:R:3
C 17.11363 9.13028 19.52758 0.552 -0.271 2.175
O 16.31024 10.18720 20.16577 0.432 -0.827 -2.097
H 16.88837 8.13496 20.00078 -0.152 0.968 -0.557
H 17.04208 9.06585 18.45101 -0.401 0.123 -0.247
H 18.17174 9.32145 19.78193 -0.308 -0.010 -0.232
H 16.04631 10.70686 19.38081 -0.192 0.114 0.864
C 17.21378 17.66858 10.17077 -2.376 1.680 -0.610
O 16.45623 18.62827 11.00703 0.903 -1.213 -1.234
H 17.27387 16.70211 10.55198 -0.058 -1.639 1.386
H 16.63719 17.52814 9.23639 0.449 0.521 0.295
H 18.20499 17.98836 9.98651 0.944 0.715 -0.311
H 16.66259 18.38583 11.91216 0.159 -0.145 0.652
C 20.08559 15.91670 13.83818 0.442 -1.054 -0.705
O 18.81127 15.32200 13.57577 0.339 -0.418 1.708
H 20.60421 16.07922 12.90380 -0.248 0.441 -0.483
H 19.97150 16.83442 14.37315 0.105 0.637 0.444
H 20.77854 15.22658 14.33322 -0.350 0.054 0.510
H 18.50592 14.99059 14.48272 -0.158 0.398 -1.116
C 13.55299 9.51914 12.06540 -0.429 -0.081 -1.160
O 14.47845 10.19108 12.86407 0.636 0.685 0.587
H 12.56702 9.98374 11.98551 -0.144 0.354 0.541
H 13.82479 9.44979 10.98045 0.377 -0.436 0.903
H 13.40309 8.55219 12.56193 0.037 -0.001 -0.598
H 14.91808 10.98515 12.48533 -0.206 -0.667 -0.288
C 19.36018 7.37209 15.28900 0.853 -0.984 -0.431
O 18.61602 8.52237 15.17074 -2.152 0.034 -1.559
H 20.26783 7.38370 14.66154 -0.163 0.032 0.161
H 19.64375 7.29489 16.31782 0.376 -0.609 0.667
H 18.75389 6.52642 14.95360 0.276 -0.336 0.360
H 17.83618 8.21707 14.61915 0.574 1.394 0.934
C 13.70062 12.46071 19.59818 0.119 -0.497 -0.820
O 14.56055 12.62573 18.43248 -1.057 -0.898 -0.530
H 14.38337 12.42471 20.40565 0.457 0.200 1.173
H 12.99133 13.29366 19.72632 0.165 -0.377 -0.216
H 13.22483 11.45879 19.57279 -0.092 0.719 -0.112
H 14.16877 12.02868 17.74543 0.620 0.848 0.567
C 12.74018 13.13892 13.02758 1.439 0.656 -0.850
O 11.57934 13.84831 12.67793 -0.967 -0.293 0.272
H 13.62431 13.46221 12.41373 -0.738 -0.546 0.122
H 13.07896 13.35392 14.03667 -0.328 -0.151 0.498
H 12.53093 12.08111 12.87762 0.244 -0.001 0.139
H 11.74668 14.66108 12.20944 0.350 0.295 -0.015
C 18.08997 14.29121 19.15046 -0.517 -0.059 0.996
O 16.86926 14.56515 18.45282 -0.207 -0.790 0.199
H 18.71178 15.15578 19.07959 0.308 0.704 -0.113
H 17.91779 14.11030 20.24636 0.057 -0.058 -1.011
H 18.60843 13.47202 18.68319 0.225 -0.583 -0.004
H 16.30337 13.76810 18.56134 -0.041 0.657 -0.193
C 17.90133 17.66809 17.46301 0.351 1.814 -0.454
O 17.53531 17.46851 18.83055 0.427 0.475 -0.761
H 18.38309 18.68568 17.35836 -0.833 -0.689 0.446
H 18.74068 17.05958 17.13424 -0.212 -0.888 0.051
H 17.07105 17.66281 16.70994 0.495 -0.337 0.850
H 16.79574 16.86737 18.88094 -0.264 -0.450 -0.195
C 20.51216 10.83118 16.05380 0.201 0.471 0.082
O 19.16827 10.98642 15.75342 -1.488 -0.121 0.590
H 20.86478 9.89578 15.62428 0.465 -0.017 0.003
H 20.99121 11.70196 15.59830 0.433 -0.279 0.028
H 20.71480 10.85995 17.13429 0.054 -0.117 -0.057
H 18.73356 10.11953 15.92295 0.312 0.680 -0.541
C 15.86877 16.01839 13.03625 0.458 -1.486 1.004
O 16.62760 17.15125 13.45356 -0.183 -0.752 0.181
H 15.17283 15.57475 13.79040 0.250 0.950 -0.466
H 15.44073 16.16695 12.09864 -1.628 1.215 -1.243
H 16.45731 15.16056 12.71624 1.002 -0.086 0.561
H 17.38811 16.76614 13.92339 -0.151 0.250 -0.283
C 20.22112 12.51255 12.11048 0.172 -0.824 0.452
O 18.84034 12.92761 12.21554 1.496 -1.033 -0.750
H 20.72512 12.29551 13.09120 -0.825 0.259 -0.507
H 20.13733 11.54628 11.60557 0.525 0.237 -0.154
H 20.92750 13.19959 11.58273 -0.996 -0.256 0.013
H 18.83703 13.70024 12.75176 -0.273 1.601 0.841
C 9.38846 13.16677 15.71606 -1.906 1.205 0.543
O 9.76856 12.23846 14.76016 0.937 -0.284 -1.356
H 9.67761 12.82776 16.72055 -0.069 0.052 -0.230
H 9.79462 14.18179 15.55033 0.079 -0.470 0.040
H 8.24673 13.28535 15.67616 1.378 -0.122 0.325
H 10.18119 12.70325 14.00342 -0.363 -0.228 0.522
C 13.18324 19.83420 11.75051 1.754 0.830 -0.234
O 13.64358 18.52435 11.60798 -1.049 -1.122 -0.020
H 13.36943 20.15444 12.78939 0.024 0.430 -0.344
H 13.71442 20.50124 10.99493 -0.775 -0.424 1.067
H 12.12889 19.86422 11.59000 -0.759 -0.036 -0.293
H 14.57924 18.49473 11.43382 0.787 0.286 -0.260
C 15.20632 6.83351 14.51836 0.704 -0.664 -0.139
O 15.98667 8.03313 14.39571 -1.032 -0.844 0.216
H 14.18632 6.88883 14.90908 0.212 0.729 0.183
H 15.15110 6.27941 13.59247 -0.154 0.202 -0.796
H 15.76928 6.14235 15.12273 0.186 -0.031 0.735
H 15.40679 8.66458 13.96122 0.128 0.784 -0.318
C 16.22625 12.37095 10.25506 -0.054 0.389 0.483
O 16.38572 12.06229 11.62611 -1.009 -0.673 0.380
H 16.35578 11.50922 9.58635 0.205 0.116 0.196
H 15.19751 12.73058 10.14572 0.164 0.062 -0.218
H 16.92806 13.17581 10.03325 -0.083 -0.036 -0.543
H 17.29012 12.21159 11.93456 0.410 0.073 -0.225
C 16.64894 13.42775 15.21252 -0.830 -0.193 0.584
O 17.24529 14.63985 15.65382 0.926 0.051 0.470
H 17.16768 12.52015 15.57878 0.167 0.474 -0.564
H 15.68424 13.45260 15.74182 -0.361 -0.537 -0.775
H 16.55000 13.47585 14.11167 -0.044 -0.332 0.699
H 17.21906 14.58215 16.63775 0.125 0.466 -0.343
C 11.42699 17.59984 16.52696 0.080 -1.550 -0.920
C 11.62500 16.39314 17.22435 0.897 0.661 -0.350
C 12.86386 15.73934 17.14656 0.380 -0.477 0.793
C 13.89362 16.20950 16.32449 -1.181 -0.541 1.239
C 13.62740 17.31250 15.56750 2.204 -0.064 -0.424
C 12.45837 17.97827 15.64788 -2.304 1.560 -0.303
H 10.42205 18.04234 16.45308 0.702 0.056 0.305
H 10.88187 15.95730 17.86152 -0.407 0.037 0.227
H 13.05585 14.89936 17.84120 -0.182 0.351 -0.661
H 14.88816 15.80688 16.29457 0.195 -0.511 0.125
H 14.48762 17.63254 14.99104 -0.429 0.470 -0.525
H 12.27455 18.79738 14.94538 0.120 -0.054 0.420
C 11.35262 9.50378 16.46813 -0.073 0.194 0.468
C 11.86475 8.85919 17.59647 -0.228 -0.983 0.408
C 13.23751 8.86391 17.85939 -0.388 0.131 0.018
C 14.06082 9.65266 17.03615 0.947 -0.611 0.348
C 13.54677 10.35063 15.96712 -1.148 0.556 -0.441
C 12.18329 10.28420 15.69030 0.002 -0.085 -0.575
H 10.30949 9.43648 16.20087 -0.168 -0.020 0.141
H 11.20628 8.24896 18.26550 0.556 0.647 -0.794
H 13.58986 8.22012 18.68897 0.126 0.765 -0.617
H 15.14712 9.67226 17.13831 -0.220 -0.148 0.316
H 14.08789 10.97901 15.27057 0.664 -0.237 0.308
H 11.78894 10.80660 14.81249 0.063 -0.200 0.486
C 13.71960 15.75896 21.97261 -1.405 -0.335 -0.570
C 12.73875 15.12370 22.72485 0.480 -0.607 0.639
C 11.38461 15.24426 22.43223 0.786 0.059 -0.176
C 11.00583 16.04368 21.38679 -0.710 1.926 -1.577
C 11.97649 16.72248 20.62438 0.712 -1.123 1.682
C 13.33289 16.52446 20.89604 -1.008 0.622 0.229
H 14.75707 15.68580 22.11036 1.169 -0.371 0.802
H 13.03046 14.51970 23.58510 -0.035 0.106 -0.203
H 10.65915 14.75288 23.03034 -0.495 -0.368 0.486
H 9.95276 16.34855 21.15156 0.904 -0.804 0.489
H 11.72548 17.50818 19.98255 -0.621 0.699 -1.232
H 14.07916 17.11781 20.41208 0.267 0.149 -0.589
C 22.89333 9.75941 10.96636 0.472 0.148 0.635
C 22.22629 8.97676 11.90035 1.303 0.922 1.193
C 22.38834 9.24418 13.26769 -1.257 -0.356 0.678
C 23.06959 10.36972 13.75052 -0.950 -0.608 -0.703
C 23.63169 11.18099 12.81377 0.222 0.889 -1.639
C 23.58655 10.86793 11.43189 0.110 0.250 0.465
H 22.92354 9.45166 9.92958 -0.209 0.305 -0.091
H 21.65025 8.17676 11.55037 -0.794 -1.200 -0.159
H 21.81868 8.65964 14.01885 0.498 0.181 -0.740
H 22.96768 10.72562 14.76452 0.274 -0.437 0.192
H 23.99784 12.15521 13.10844 0.399 -0.039 -0.010
H 24.06707 11.53371 10.72411 0.038 -0.015 0.068
```
Forces are in eV/Å.

**Spin multiplicity**: 1
**Molecular weight**: 857.2 g mol⁻¹
**Maximum force**: 2.973 eV Å⁻¹
**Highest occupied orbital energy**: -8.92 eV

Number 1: frontier orbital gap 7.91 eV, E -80899.213 eV. Number 2: frontier orbital gap 9.26 eV, E -10184.282 eV. Number 3: frontier orbital gap 8.59 eV, E -6444.918 eV. Number 4: frontier orbital gap 9.37 eV, E -78808.659 eV.